18
Properties=species:S:1:pos:R:3:forces:R:3 method="wB97M-V/def2-TZVPD" total_energy_ev=-12413.7392 de_lowest_kj_mol=0.0 charge=+1 homo_ev="-12.3 / -12.3" multiplicity=1 gap_ev="5.408 / 5.407"
C 0.201 0.881 2.021 0.355 -2.611 -1.375
C 0.905 -0.328 2.280 -1.019 0.418 0.835
C -0.149 1.196 0.709 0.141 0.413 1.318
C 1.142 -1.187 1.236 -0.084 -0.316 2.217
C 0.073 0.318 -0.303 -0.096 0.604 -3.125
C 0.767 -0.910 -0.098 -0.512 1.020 0.376
C -0.309 0.520 -1.744 -1.839 1.639 0.086
C -1.457 1.129 -2.136 3.909 -1.052 -0.183
C 0.979 -1.833 -1.050 0.395 -1.369 -0.082
N -3.581 2.102 -1.995 -0.325 0.881 -0.356
N -2.486 1.801 -2.072 -1.491 -0.750 1.110
H -0.335 1.365 2.786 0.152 1.062 1.148
H 0.944 -0.639 3.348 0.501 0.061 -1.099
H -0.597 2.157 0.678 -0.707 0.558 -1.108
H 1.328 -2.195 1.558 0.740 -0.410 -0.365
H 0.372 0.146 -2.518 -0.398 0.016 0.405
H 0.629 -1.899 -2.110 0.442 0.262 1.246
H 1.574 -2.626 -0.589 -0.163 -0.427 -1.047


21
Properties=species:S:1:pos:R:3:forces:R:3 method="wB97M-V/def2-TZVPD" total_energy_ev=-18555.3619 de_lowest_kj_mol=299.7 charge=+1 homo_ev="-12.4 / -12.5" multiplicity=1 gap_ev="6.079 / 8.680"
C -1.727 0.890 0.468 1.312 -0.224 -0.426
C -0.947 1.872 1.066 1.112 1.388 0.000
C -1.106 -0.165 -0.108 0.666 -2.556 -0.109
C 0.452 1.662 1.157 -0.517 0.421 -1.231
C 0.280 -0.464 -0.093 -1.834 -0.173 -0.388
C 0.915 0.498 0.541 2.333 2.935 1.974
C 0.838 -1.657 -0.728 -2.943 0.448 0.125
C 3.783 0.828 1.941 0.173 2.118 3.214
C 2.150 -1.662 -0.983 4.326 -0.563 -0.493
N 3.341 -1.724 -0.948 -2.347 0.140 -0.166
N -0.115 -2.562 -1.113 -1.258 0.043 -3.047
O 3.908 1.437 2.918 0.228 -0.179 -0.112
O 4.567 -1.547 -1.312 0.730 -1.076 1.364
O 3.580 0.265 0.981 -0.060 -1.893 -2.977
H -2.739 0.819 0.239 -1.877 1.016 0.449
H -1.288 2.904 1.288 -0.183 -1.051 0.209
H -1.686 -0.997 -0.458 -0.987 0.303 -0.177
H 1.083 2.563 1.394 -0.453 -1.433 0.133
H 0.083 -3.314 -1.835 0.226 1.212 1.492
H 4.762 -1.011 -2.080 -0.871 0.772 -0.986
H -1.014 -2.036 -1.462 2.224 -1.648 1.150


21
Properties=species:S:1:pos:R:3:forces:R:3 method="wB97M-V/def2-TZVPD" total_energy_ev=-18005.8817 de_lowest_kj_mol=360.2 charge=0 smiles="O=[N+]([O-])[C@@H]1N=NC=C1c1ccccc1" homo_ev=-9.2 multiplicity=1 gap_ev=7.914
C 2.832 0.844 0.479 2.110 0.157 0.130
C 1.999 1.473 -0.418 0.096 -0.578 1.222
C 2.476 -0.414 0.973 -0.847 1.079 -1.512
C 0.802 0.912 -0.775 0.655 0.758 -0.089
C 1.310 -1.040 0.592 0.700 0.414 0.410
C 0.462 -0.303 -0.237 -1.929 -2.126 -0.848
C -1.396 -2.059 -0.066 -0.792 5.880 -2.334
C -2.076 0.018 -0.759 0.262 -0.342 1.830
C -0.885 -0.859 -0.467 0.056 0.540 0.856
N -2.765 -2.001 -0.103 -2.666 1.797 -0.619
N -3.210 -0.839 -0.478 0.283 -2.785 0.481
N -2.307 1.178 0.306 2.588 -3.568 -0.054
O -2.989 2.062 -0.019 -1.836 2.447 -0.741
O -1.735 0.988 1.351 -0.168 0.453 0.644
H 3.863 1.323 0.664 -1.866 -0.872 0.195
H 2.162 2.475 -0.650 0.660 1.415 -0.886
H 3.023 -0.937 1.653 2.024 -1.049 1.719
H 0.272 1.551 -1.469 -0.913 -0.617 0.058
H 1.164 -2.059 1.027 -0.560 1.137 -0.648
H -0.850 -2.858 0.072 2.169 -4.260 1.220
H -2.154 0.544 -1.678 -0.024 0.119 -1.033


24
Properties=species:S:1:pos:R:3:forces:R:3 method="wB97M-V/def2-TZVPD" total_energy_ev=-42608.1848 de_lowest_kj_mol=0.0 charge=-1 homo_ev=-4.7 multiplicity=1 gap_ev=7.670
Pd 0.134 -0.243 0.798 0.072 -0.221 -0.025
N 3.704 2.187 0.610 0.021 0.019 -0.058
C 2.451 1.608 0.665 -0.043 -0.007 0.181
S 2.392 -0.125 0.784 -0.037 0.046 -0.058
N 1.433 2.403 0.631 0.014 -0.068 -0.042
N 0.214 1.730 0.668 -0.016 0.093 0.130
C -0.818 2.497 0.650 -0.013 -0.016 0.010
C -2.201 2.107 0.694 0.067 0.065 -0.005
C -3.145 3.152 0.657 -0.025 0.017 0.003
C -4.497 2.926 0.686 0.015 -0.030 0.000
C -4.945 1.595 0.753 0.014 0.018 0.000
C -4.058 0.553 0.792 -0.023 -0.001 0.000
C -2.648 0.758 0.768 -0.050 -0.091 -0.012
O -1.892 -0.281 0.814 0.079 0.047 0.011
H 4.438 1.641 1.029 -0.004 0.008 -0.016
H 3.712 3.165 0.852 0.001 -0.015 -0.001
H -0.602 3.562 0.601 -0.003 -0.003 -0.032
H -2.770 4.169 0.603 -0.002 0.000 -0.003
H -5.199 3.748 0.656 -0.001 0.002 -0.002
H -6.009 1.387 0.773 -0.001 0.001 0.002
H -4.395 -0.474 0.841 0.000 0.001 0.000
S -0.266 -4.085 -1.295 -0.020 -0.031 -0.055
C -0.029 -3.016 -0.099 0.077 -0.231 0.240
N 0.160 -2.302 0.816 -0.124 0.396 -0.268


Repeat the third record exactly.
21
Properties=species:S:1:pos:R:3:forces:R:3 method="wB97M-V/def2-TZVPD" total_energy_ev=-18005.8817 de_lowest_kj_mol=360.2 charge=0 smiles="O=[N+]([O-])[C@@H]1N=NC=C1c1ccccc1" homo_ev=-9.2 multiplicity=1 gap_ev=7.914
C 2.832 0.844 0.479 2.110 0.157 0.130
C 1.999 1.473 -0.418 0.096 -0.578 1.222
C 2.476 -0.414 0.973 -0.847 1.079 -1.512
C 0.802 0.912 -0.775 0.655 0.758 -0.089
C 1.310 -1.040 0.592 0.700 0.414 0.410
C 0.462 -0.303 -0.237 -1.929 -2.126 -0.848
C -1.396 -2.059 -0.066 -0.792 5.880 -2.334
C -2.076 0.018 -0.759 0.262 -0.342 1.830
C -0.885 -0.859 -0.467 0.056 0.540 0.856
N -2.765 -2.001 -0.103 -2.666 1.797 -0.619
N -3.210 -0.839 -0.478 0.283 -2.785 0.481
N -2.307 1.178 0.306 2.588 -3.568 -0.054
O -2.989 2.062 -0.019 -1.836 2.447 -0.741
O -1.735 0.988 1.351 -0.168 0.453 0.644
H 3.863 1.323 0.664 -1.866 -0.872 0.195
H 2.162 2.475 -0.650 0.660 1.415 -0.886
H 3.023 -0.937 1.653 2.024 -1.049 1.719
H 0.272 1.551 -1.469 -0.913 -0.617 0.058
H 1.164 -2.059 1.027 -0.560 1.137 -0.648
H -0.850 -2.858 0.072 2.169 -4.260 1.220
H -2.154 0.544 -1.678 -0.024 0.119 -1.033